Entry from the Open Molecules 2025 dataset: a molecular structure, C9H22CeIO3P2 at a distorted geometry (the ωB97M-V functional and the def2-TZVPD basis).

For the LUMO energy (spin up / spin down), the calculation gives -7.6 / -7.5 eV. The calculation puts the total energy at -2036.8708 hartree. Its spin multiplicity is 2. As for the total charge: +2. The expectation value of S² is 0.751.

```
38
Properties=species:S:1:pos:R:3:forces:R:3:lowdin_spin:R:1
C 0.287408 -0.023865 -3.940218 -0.06 0.02 0.05 0.001
I -1.282024 -0.263927 -2.419099 0.33 0.03 -0.94 -0.001
H 1.272562 0.079561 -3.458802 -0.54 -0.07 -0.19 0.000
H 0.008434 0.867772 -4.505576 0.08 -0.19 0.21 0.000
H 0.221393 -0.920534 -4.558161 0.05 0.17 0.20 0.000
Ce 0.582297 -0.011349 0.158964 3.29 0.29 0.65 1.006
P -0.102840 2.761039 0.045828 -0.66 1.87 0.00 -0.002
C -1.653429 3.646665 -0.322606 -0.48 -0.34 0.01 0.000
C 0.442706 3.683159 1.527742 0.32 -0.43 0.14 -0.001
H 0.434287 4.758444 1.312023 0.01 -0.24 0.06 0.000
H 0.842623 4.537743 -1.260308 0.12 -0.20 -0.16 0.000
H 1.456940 3.370053 1.817236 -0.27 0.20 0.01 0.000
H 1.988033 3.155008 -1.200019 -0.30 0.23 -0.07 0.000
H -2.395126 3.428088 0.458468 0.12 0.11 -0.26 0.000
H -0.245453 3.457804 2.353008 0.19 0.10 -0.17 0.000
C 0.929480 3.446546 -1.305649 0.40 -0.50 0.08 0.000
H -1.480677 4.734594 -0.357293 0.05 -0.43 0.03 0.000
H 0.554050 3.069530 -2.266267 0.09 0.24 0.14 0.000
H -2.045991 3.313274 -1.291533 -0.01 0.12 0.22 0.000
P -0.069680 -2.769487 0.466801 -0.37 -2.18 0.31 -0.005
C -1.611511 -3.710579 0.247062 -0.49 0.33 -0.12 0.000
C 0.973509 -3.624319 -0.788836 0.22 0.54 -0.02 -0.001
H 1.523014 -3.112839 2.291531 -0.32 -0.23 0.01 0.000
H 0.516612 -4.577365 1.987103 0.01 0.34 0.03 0.000
H -0.175374 -3.156637 2.856447 0.24 -0.16 -0.20 0.000
C 0.510401 -3.480472 2.059003 0.26 0.53 0.06 -0.001
H 2.021841 -3.287835 -0.747371 -0.25 -0.25 0.00 0.000
H 0.920665 -4.703051 -0.588393 0.10 0.28 -0.15 0.000
H -1.441898 -4.787290 0.400957 0.06 0.40 -0.04 0.000
H -2.000103 -3.548257 -0.765870 -0.01 -0.09 0.21 0.000
H 0.575192 -3.401466 -1.789452 0.11 -0.21 0.23 0.000
H -2.356733 -3.359485 0.970353 0.05 -0.15 -0.15 0.000
C -1.762639 -0.133147 0.614320 -6.68 -0.07 1.68 0.005
O -2.896552 -0.178990 0.852147 4.55 0.12 -0.94 0.006
O 0.134308 0.287294 2.559417 0.86 -0.24 -0.52 -0.003
C 1.380753 0.185344 2.824711 -0.23 0.05 -0.49 0.001
O 2.242120 0.061466 1.881004 -0.83 0.01 0.43 -0.004
H 1.701402 0.207501 3.881325 0.02 -0.01 -0.35 0.000
```
Forces are in eV/Å.



Entry from the Open Molecules 2025 dataset: a molecular structure, C9H22ClGaIO2P at a distorted geometry (the ωB97M-V functional and the def2-TZVPD basis).

For the LUMO energy (spin up / spin down), the calculation gives -11.1 / -11.1 eV. The calculation puts the total energy at -3529.9127 hartree. Its energy above the lowest of the compared OMol25 structures with the same formula, charge and spin is 231.8 kJ/mol. As for the total charge: +2.

```
37
Properties=species:S:1:pos:R:3:forces:R:3:lowdin_charge:R:1
C -1.940458 0.238460 0.526705 -2.83 0.85 0.76 0.003
I 2.665841 -0.628646 -1.137277 0.18 -0.04 -0.32 1.002
H -2.048375 1.310032 0.707796 0.29 -0.23 -0.24 0.039
H -2.118744 -0.312511 1.453362 0.82 -0.24 -0.04 0.061
H -2.686781 -0.084654 -0.201996 0.53 -0.11 -0.44 0.056
Ga 0.042669 -0.097300 -0.195960 1.15 5.95 -0.47 -0.337
P -0.612680 0.137897 -2.456746 -0.88 0.26 -2.31 0.745
C -0.962715 -1.448547 -3.292033 0.18 0.04 0.48 -0.210
C -2.104752 1.153180 -2.753973 0.10 -0.03 0.69 -0.201
H 1.098346 1.753094 -2.964487 -0.07 0.09 -0.18 0.035
H 0.168642 1.296176 -4.433359 0.12 -0.14 0.15 0.081
H 1.414021 0.194064 -3.750889 0.00 0.04 -0.23 0.030
C 0.641135 0.929573 -3.516093 0.22 -0.06 0.61 -0.250
H -1.992873 2.102126 -2.222464 -0.05 -0.04 -0.12 0.055
H -2.221117 1.344687 -3.825454 0.15 -0.14 0.15 0.079
H -1.240682 -1.286382 -4.338019 0.06 0.02 0.17 0.082
H -1.774431 -1.969355 -2.776573 0.01 -0.01 -0.15 0.064
H -2.996317 0.643132 -2.381309 0.06 0.06 -0.10 0.059
H -0.059274 -2.063403 -3.239806 -0.11 -0.09 -0.17 0.057
C -0.234983 -1.917699 -0.168055 -1.31 -10.03 0.64 -0.037
O -0.435551 -3.058651 -0.140549 0.79 5.21 -0.28 0.300
Cl 0.303080 2.303918 -0.192779 -0.03 -1.23 0.09 0.253
C 3.046487 0.117923 2.180682 -0.06 0.09 0.06 -0.071
C 1.848467 -0.846612 2.053863 1.82 -0.82 0.96 -0.275
O 0.617876 -0.217848 1.680075 0.36 -0.09 0.15 -0.311
C 0.122758 0.663177 2.700622 -1.14 1.45 2.04 -0.251
C -0.557132 -0.103203 3.843419 0.24 -0.30 0.10 -0.027
H 3.177619 0.735807 1.272276 -0.04 -0.21 0.46 0.034
H 3.971290 -0.469066 2.352835 -0.55 0.23 -0.14 0.112
H 2.946410 0.806047 3.040687 0.03 -0.40 -0.46 0.096
H 2.077783 -1.652410 1.336711 -0.31 0.33 -0.10 0.067
H 1.734717 -1.415370 2.995928 -0.32 0.50 -0.33 0.145
H 0.902295 1.330442 3.108501 0.07 -0.66 -0.46 0.138
H -0.598056 1.387008 2.299004 0.35 -0.55 -0.44 0.089
H 0.162516 -0.749789 4.385211 -0.47 0.36 -0.22 0.091
H -0.976125 0.618274 4.576927 0.29 -0.41 -0.52 0.114
H -1.380907 -0.743572 3.473217 0.36 0.32 0.21 0.084
```
Forces are in eV/Å.



Entry from the Open Molecules 2025 dataset: C9H22ClN2P in the gas phase at a distorted geometry (the ωB97M-V functional and the def2-TZVPD basis).

For the LUMO energy, the calculation gives 0.7 eV. The calculation puts the total energy at -1267.0690 hartree. Its SMILES is CC(C)=N[PH2](CCCN)C[C@@H](C)Cl.

```
35
Properties=species:S:1:pos:R:3:forces:R:3:nbo_charge:R:1
C -0.019665 -2.809426 0.201758 0.87 0.46 0.82 -0.727
C 1.118430 -1.963279 -0.437819 1.05 0.27 -0.80 0.348
C 2.570456 -2.561807 -0.361915 -1.06 0.08 -1.33 -0.680
N 1.000867 -0.844195 -1.060838 -0.18 -1.35 2.11 -0.773
P -0.416702 0.163529 -0.578075 0.15 1.88 -1.91 1.138
C 0.544926 1.688944 -1.216115 0.83 -0.63 0.45 -0.683
C 2.027717 1.764669 -0.677032 -0.37 0.27 0.49 -0.411
C 2.187804 1.447156 0.848882 0.76 -0.02 -0.32 -0.224
N 1.565640 2.442110 1.744525 0.06 -0.59 -0.30 -0.844
C -1.926795 1.294205 -0.263864 -1.46 0.23 0.56 -0.788
C -3.274722 0.598503 0.212287 0.38 -0.17 -0.36 -0.154
C -3.229746 -0.952906 0.374799 -0.41 0.58 -0.58 -0.643
Cl -3.773256 1.312681 1.824056 0.01 -0.21 -0.42 -0.111
H -0.228703 -2.407083 1.226158 0.11 -0.32 -0.65 0.231
H 0.378570 -3.837462 0.350739 -0.58 0.58 -0.25 0.233
H -0.976775 -2.779285 -0.351833 0.68 -0.12 0.12 0.234
H 3.265173 -1.807107 -0.796479 -0.49 -0.47 0.65 0.234
H 2.851554 -2.868499 0.664208 -0.16 0.05 -0.63 0.221
H 2.580896 -3.414469 -1.088683 0.20 0.25 0.91 0.220
H -0.270002 -0.136551 0.806426 -0.09 -0.12 -0.31 -0.048
H -1.200438 -0.563097 -1.530771 -0.05 0.05 0.23 -0.065
H 0.603890 1.576045 -2.326783 -0.33 0.23 0.84 0.249
H 0.004476 2.604627 -0.908301 0.24 -0.55 -0.45 0.219
H 2.347603 2.834194 -0.801955 -0.09 -0.81 0.02 0.198
H 2.728529 1.132946 -1.259723 -0.63 0.31 0.31 0.230
H 1.806628 0.438829 1.134011 0.25 0.69 -0.42 0.186
H 3.291818 1.403394 1.044501 -0.81 0.11 -0.07 0.183
H 1.422320 3.321327 1.257797 -0.14 -0.14 0.19 0.354
H 0.683152 2.078599 2.092227 0.06 0.41 -0.13 0.358
H -1.713270 2.112144 0.471850 0.08 -0.72 -0.54 0.230
H -2.178925 1.828229 -1.218659 0.40 -0.52 0.59 0.218
H -4.075025 0.870749 -0.509660 0.38 -0.21 0.72 0.209
H -2.413225 -1.237133 1.065330 -0.62 -0.03 -0.31 0.212
H -4.223968 -1.337283 0.703199 0.87 0.33 0.06 0.232
H -3.059236 -1.393300 -0.634250 0.08 0.19 0.68 0.213
```
Forces are in eV/Å.